ORCA calculation (wB97M-V/def2-TZVPD) on a structure of composition C42H44Cl5N5O4S2SeSi2Ti.

Geometry (Å):
Ti (-0.24, -0.89, -0.06)
S (0.91, 1.39, -0.01)
C (-0.10, 2.65, -0.30)
N (0.29, 3.87, -0.66)
C (-0.71, 4.93, -0.88)
C (-1.89, 4.37, -1.55)
N (-2.43, 3.24, -0.74)
C (-3.88, 3.00, -0.91)
C (-4.09, 2.87, -2.36)
C (-3.38, 1.85, -2.98)
C (-3.35, 1.70, -4.33)
C (-4.11, 2.47, -5.17)
C (-4.96, 3.46, -4.56)
C (-4.96, 3.59, -3.20)
C (-1.60, 2.43, -0.09)
S (-2.10, 1.13, 0.80)
C (1.68, 4.33, -0.78)
C (2.14, 4.88, -2.17)
C (2.23, 4.02, -3.22)
C (2.81, 4.33, -4.41)
C (3.36, 5.63, -4.55)
C (3.20, 6.56, -3.49)
C (2.62, 6.17, -2.32)
H (-0.25, 5.62, -1.58)
H (-0.86, 5.48, 0.07)
H (-1.62, 3.93, -2.53)
H (-2.70, 5.09, -1.79)
H (-4.32, 3.86, -0.40)
H (-4.10, 2.09, -0.37)
H (-2.68, 1.21, -2.43)
H (-2.62, 0.96, -4.69)
H (-4.08, 2.27, -6.21)
H (-5.63, 4.03, -5.21)
H (-5.59, 4.34, -2.69)
H (2.29, 3.46, -0.57)
H (1.88, 4.99, 0.05)
H (1.86, 2.98, -3.16)
H (2.89, 3.55, -5.16)
H (3.99, 5.86, -5.41)
H (3.61, 7.56, -3.57)
H (2.52, 6.93, -1.53)
C (1.96, -4.04, 2.94)
Si (0.40, -3.06, 3.20)
C (-1.10, -4.01, 2.81)
C (0.32, -2.91, 5.13)
C (0.56, -1.39, 2.26)
C (1.91, -1.33, 1.60)
C (3.22, -1.46, 2.10)
C (4.31, -0.95, 1.39)
C (4.16, -0.51, 0.09)
C (2.87, -0.57, -0.44)
N (1.82, -0.97, 0.30)
Si (0.80, -0.06, 3.63)
C (-0.70, 0.21, 4.68)
C (1.34, 1.63, 3.12)
C (2.35, -0.49, 4.84)
H (2.73, -3.58, 3.51)
H (2.33, -4.15, 1.88)
H (1.72, -5.06, 3.29)
H (-0.82, -5.04, 3.05)
H (-1.35, -3.99, 1.74)
H (-1.96, -3.70, 3.40)
H (-0.71, -3.18, 5.41)
H (0.57, -1.95, 5.59)
H (0.96, -3.67, 5.60)
H (3.43, -1.74, 3.11)
H (5.24, -0.88, 1.91)
H (4.99, -0.14, -0.47)
H (2.60, -0.39, -1.48)
H (-1.35, 1.04, 4.41)
H (-0.37, 0.43, 5.69)
H (-1.36, -0.60, 4.84)
H (0.48, 2.07, 2.59)
H (2.21, 1.67, 2.48)
H (1.45, 2.17, 4.07)
H (2.55, -1.58, 4.69)
H (2.11, -0.32, 5.91)
H (3.21, 0.09, 4.53)
O (0.66, 1.16, -3.16)
Se (-0.16, -0.18, -2.87)
O (-0.83, -0.93, -4.16)
O (0.79, -1.16, -1.87)
O (-1.27, 0.12, -1.62)
Cl (-1.30, -3.13, -2.26)
C (-2.46, -2.95, -1.03)
C (-2.19, -2.12, 0.02)
C (-3.20, -2.08, 1.01)
Cl (-2.95, -1.31, 2.56)
C (-4.37, -2.83, 0.95)
Cl (-5.60, -2.75, 2.13)
C (-4.64, -3.49, -0.27)
Cl (-6.22, -4.09, -0.63)
C (-3.70, -3.59, -1.26)
Cl (-3.94, -4.45, -2.71)
N (3.90, -8.27, -0.29)
C (3.20, -7.36, -0.25)
C (2.36, -6.17, -0.23)
C (2.85, -4.97, -0.72)
C (2.05, -3.88, -0.60)
N (0.81, -3.90, -0.12)
C (0.29, -5.07, 0.18)
C (1.03, -6.29, 0.16)
H (3.82, -4.85, -1.22)
H (2.39, -2.90, -0.89)
H (-0.81, -5.08, 0.45)
H (0.59, -7.24, 0.43)

Properties
Spin multiplicity: 1
Gap between HOMO and LUMO: 7.08 eV
LUMO level: -0.05348 Eh
HOMO: -8.54 eV
Electronic energy: -9128.75267 a.u.
Strongest force on any atom: 2.57 eV/Å

Atomic partial charges in e from the Löwdin method, atoms 1 to 99: 0.911, 0.938, -0.567, -0.066, -0.098, -0.085, -0.082, -0.098, -0.225, -0.039, -0.076, -0.051, -0.072, -0.062, -0.634, 0.812, -0.071, -0.202, -0.062, -0.061, -0.052, -0.083, -0.071, 0.127, 0.151, 0.151, 0.150, 0.140, 0.088, 0.089, 0.111, 0.092, 0.107, 0.118, 0.089, 0.131, 0.097, 0.116, 0.099, 0.098, 0.121, -0.162, 0.459, -0.202, -0.170, -0.311, -0.425, -0.047, -0.023, -0.032, -0.185, -0.189, 0.477, -0.196, -0.217, -0.169, 0.006, 0.039, 0.050, 0.047, -0.004, 0.020, 0.034, -0.009, 0.041, 0.067, 0.108, 0.105, 0.108, 0.040, 0.036, -0.014, 0.002, 0.017, 0.049, 0.002, 0.042, 0.022, -0.439, 0.814, -0.450, -0.585, -0.627, 0.802, -0.698, -0.234, -0.669, 0.681, -0.724, 0.695, -0.687, 0.671, -0.726, 0.706, 0.166, -0.165, -0.219, -0.004, -0.137